# 1
{"formula": "C38H46F4N9O3PSW", "method": "ωB97M-V with the def2-TZVPD basis set", "molar_mass_g_mol": 999.72, "homo_ev": [-18.84, -18.73], "e_tot_ev": -92481.8138, "gap_ev": [5.04, 4.64], "e_lumo_ev": [-13.799, -14.091], "charge": 4, "symbols": ["C", "H", "H", "N", "H", "H", "H", "N", "P", "C", "H", "C", "N", "C", "N", "F", "H", "S", "H", "H", "C", "C", "C", "H", "H", "H", "H", "H", "C", "C", "C", "H", "H", "H", "N", "C", "N", "C", "C", "C", "C", "N", "H", "C", "C", "C", "C", "C", "F", "H", "H", "H", "H", "H", "H", "F", "C", "C", "H", "O", "H", "H", "H", "H", "H", "C", "O", "C", "C", "C", "C", "H", "H", "C", "C", "O", "H", "C", "C", "H", "H", "C", "H", "H", "N", "H", "H", "C", "C", "W", "H", "H", "H", "H", "F", "N", "C", "C", "C", "H", "C", "H", "H"], "positions_angstrom": [[-0.189494, -2.230887, 5.452584], [-2.240608, -0.481470, -3.462583], [2.755978, -3.397215, -0.994154], [-4.014421, 1.838148, 2.296180], [0.982877, 0.224516, 5.842300], [0.637911, -2.936785, 5.534953], [-2.032534, -1.928275, -4.411550], [-1.460251, -1.792146, -0.139887], [0.809246, -1.597835, -2.104129], [-1.320325, 6.108453, -0.838440], [5.637381, 0.339337, 1.146616], [4.800916, 0.010469, 0.532810], [-5.285575, -1.333607, -0.769092], [1.902432, 3.165212, 0.585687], [-0.347979, 6.376415, -0.289467], [-5.333576, 1.741531, -0.796180], [-0.361310, -1.808432, 6.439963], [-2.178092, -0.152399, 2.214237], [-6.047613, 1.559935, 2.610775], [0.187650, -2.797076, -5.020568], [1.223911, 2.021459, 0.230995], [0.372977, -1.732086, -4.947273], [-0.174947, -1.131007, -3.652843], [-0.894714, -2.897938, 2.279954], [1.893166, -4.917680, -0.704647], [2.848080, 3.401361, 0.122680], [1.427975, -1.537521, -5.095334], [-5.184880, 0.129957, 2.016782], [2.581358, -1.129359, -2.550606], [-5.118746, 0.997543, 2.672833], [-2.759715, 1.427181, 2.061562], [2.645393, -2.865833, -3.890572], [2.789991, -3.625924, 1.250095], [5.571808, -1.721991, 2.638297], [-0.008723, 1.669507, 0.705488], [-1.680673, -1.409777, -3.524376], [-4.410221, 7.402958, -1.371472], [0.700964, -3.488407, -1.780614], [5.246179, -2.104936, 1.668405], [-2.825048, 3.639191, 1.844800], [-3.044145, 1.374478, -1.223350], [4.258309, -1.220200, 1.087549], [-4.971256, 3.759189, 2.286640], [-4.026900, 3.614424, -1.287839], [-4.314238, -0.738859, -0.851426], [1.335899, 4.021614, 1.530252], [-2.569210, 5.640323, -1.288498], [-3.604935, 6.586236, -1.340287], [-5.090010, 4.369859, -1.112015], [4.034485, 0.782908, 0.514910], [2.518641, -4.562287, -2.288447], [-1.939989, -2.026649, -2.667068], [-0.446733, 4.401198, 2.647080], [0.662445, -4.386643, -3.770402], [1.633280, 1.359662, -0.543462], [-0.427158, 3.817719, -1.831198], [-2.756976, 4.246641, -1.433758], [0.043321, -4.323598, -2.878926], [3.591533, 0.716003, -3.026428], [0.626256, -0.433792, 2.423929], [-0.079168, -5.337314, -2.496163], [3.112198, -1.126233, -1.591697], [-0.014235, -0.049126, -3.726105], [3.718691, -1.555965, -4.343023], [6.122099, -2.126621, 1.017320], [2.586437, 0.306227, -3.085973], [2.156811, -0.657112, 0.451712], [-4.063423, 3.198990, 2.159366], [-1.659482, 3.362215, -1.613947], [-0.618490, 2.606699, 1.485296], [2.365328, -2.706719, 1.678582], [4.877998, -3.119367, 1.791019], [-1.087146, -2.763436, 5.139425], [0.305553, -1.357947, 3.257583], [0.150423, -2.737473, 2.607831], [0.946199, -2.703217, 1.414367], [-0.154516, -1.257781, -5.773970], [2.054630, -4.112348, -1.415861], [-1.824340, 2.006499, -1.541134], [5.177129, -0.156405, -0.479015], [-0.752917, 0.406503, 5.581193], [-4.158403, 2.244135, -1.147429], [-2.481018, 4.636351, 1.659726], [1.913440, 0.957083, -2.521782], [0.129065, -1.156750, 4.530326], [-0.945544, -3.960801, -3.141000], [1.868079, 4.896184, 1.875066], [3.302692, -2.099044, -3.498933], [-1.951777, -0.701268, -0.524181], [0.017636, -0.626074, 0.315508], [-4.985136, 0.648915, 3.696990], [4.128588, -2.597618, -3.002097], [0.039809, -3.539888, -0.896367], [0.445483, -3.577594, 3.244578], [-0.688595, 1.222420, -1.749796], [-1.989984, 2.525653, 1.770928], [0.193610, 0.175579, 5.091831], [0.053869, 3.740166, 1.957279], [-3.088426, -0.022788, -0.905074], [2.290156, 0.341500, -4.130693], [2.975422, -1.457200, 1.043058], [2.565304, -2.706913, 2.756343], [0.386581, 0.905069, 4.307450]], "atomic_forces_ev_per_a": [[-0.117, -0.814, 0.430], [-0.091, 0.064, 0.005], [0.192, 0.033, 0.082], [0.993, 0.329, -0.510], [0.020, -0.045, -0.037], [0.001, 0.036, 0.019], [-0.050, -0.088, -0.047], [1.209, -1.237, 0.833], [0.600, -0.395, -1.047], [0.467, 0.107, -0.010], [-0.062, -0.037, 0.070], [0.123, 0.602, -0.324], [-0.811, -0.567, 0.091], [-0.116, 0.163, 0.111], [0.295, 0.140, 0.107], [0.285, 0.310, -0.177], [-0.022, 0.002, -0.094], [-0.162, 0.056, -0.399], [0.098, 0.059, -0.035], [0.024, -0.073, -0.015], [-0.370, 0.004, -0.188], [0.210, -0.024, 0.014], [-0.020, 0.240, 0.539], [0.400, 0.061, 0.227], [-0.023, -0.088, 0.125], [0.105, -0.068, -0.011], [0.090, -0.007, -0.073], [0.059, 0.052, -0.054], [-0.351, 0.150, 0.567], [-0.743, -0.785, 0.392], [0.687, -0.258, 0.177], [0.023, -0.156, -0.141], [-0.132, 0.288, 0.101], [-0.077, 0.007, -0.039], [0.821, 0.350, -0.205], [-0.009, 0.058, 0.050], [-0.544, 0.525, -0.028], [-0.245, 0.420, 0.556], [0.567, -0.507, 0.473], [-0.326, 0.054, -0.032], [0.116, -0.796, 0.363], [-0.929, 0.183, -0.255], [-0.133, 0.040, 0.087], [-0.812, -0.470, 0.155], [0.500, 0.359, -0.062], [0.119, -0.456, -0.440], [-0.543, -1.260, -0.102], [0.178, -0.285, -0.017], [0.312, -0.296, -0.056], [0.099, -0.066, 0.016], [0.106, 0.075, -0.068], [-0.085, -0.101, -0.053], [-0.089, 0.041, 0.043], [0.010, -0.004, -0.011], [-0.015, 0.267, 0.506], [-0.660, -0.046, -0.012], [0.080, 1.073, -0.184], [-0.153, 0.204, -0.033], [0.104, 0.048, -0.004], [-0.286, -0.158, -0.228], [0.035, -0.018, 0.048], [-0.172, 0.001, -0.197], [-0.016, -0.145, 0.162], [-0.017, 0.050, -0.106], [-0.140, -0.063, -0.014], [-0.082, -0.033, 0.166], [0.010, -0.052, -0.380], [0.249, 0.652, -0.077], [0.964, -1.152, 0.093], [0.875, -0.309, -0.011], [0.153, 0.057, -0.235], [-0.037, -0.006, -0.045], [-0.031, 0.038, 0.045], [0.011, -0.358, -0.260], [-0.191, -0.104, 0.230], [-0.220, 0.055, -0.224], [-0.084, 0.059, -0.005], [-0.099, 0.153, 0.005], [1.897, 0.057, -0.328], [-0.045, -0.065, 0.039], [-0.012, -0.064, -0.029], [-0.405, 0.449, 0.034], [0.092, 0.160, -0.020], [0.028, 0.133, -0.067], [0.184, 0.151, -0.872], [-0.060, -0.032, -0.123], [-0.032, 0.080, 0.050], [-0.080, -0.164, 0.032], [1.519, 1.470, 0.364], [-1.426, -0.450, 1.826], [-0.029, 0.031, -0.011], [0.056, -0.070, 0.075], [0.290, 0.028, -0.384], [-0.039, 0.164, -0.080], [-1.579, 1.438, -0.551], [-1.184, -0.412, 0.276], [0.069, 0.808, 0.187], [-0.279, -0.413, -0.180], [-0.437, 0.851, -0.502], [-0.082, 0.028, -0.063], [-0.526, -0.223, 0.003], [-0.062, 0.007, -0.121], [0.013, -0.098, 0.102]], "mulliken_charge": [-0.958, 0.066, 0.167, 0.491, 0.439, 0.340, 0.541, -0.395, 0.028, -0.075, 0.539, -0.846, -0.398, -1.107, -0.335, -0.351, 0.406, -0.111, 0.350, 0.396, 0.671, -1.852, 1.032, 0.391, 0.425, 0.617, 0.350, 0.357, 2.353, -0.769, -0.293, 0.396, 0.787, 0.362, 0.974, -1.486, -0.197, 1.361, -1.066, -0.397, 0.729, 0.346, 0.520, 0.081, -0.378, -1.076, 0.785, -0.223, -0.313, 0.078, 0.471, 0.421, 0.846, 0.323, -0.338, -0.412, 0.270, -1.657, 0.581, -0.603, 0.468, -1.042, 0.336, 0.480, 0.407, -1.585, 0.490, -1.252, 0.641, -0.854, -1.826, 0.438, 0.386, 0.265, -1.338, -0.274, 0.535, -1.612, -0.308, 0.330, 0.428, 0.286, 0.697, 0.109, 0.282, 0.381, 0.548, -1.831, 0.294, 0.934, 0.366, 0.364, 0.140, 0.770, 0.356, 1.261, -0.963, -0.914, 0.415, 0.422, 0.475, 0.667, 0.175]}

---

# 2
{"formula": "C18H8AsI2N2OReS4", "method": "ωB97M-V with the def2-TZVPD basis set", "molar_mass_g_mol": 911.48, "homo_ev": [-13.85, -13.85], "e_tot_ev": -146315.5528, "gap_ev": [5.15, 5.14], "e_lumo_ev": [-8.706, -8.709], "e_above_lowest_kj_mol": 0.0, "charge": 2, "symbols": ["H", "S", "C", "S", "C", "C", "I", "S", "Re", "H", "H", "C", "C", "C", "C", "H", "C", "C", "C", "As", "C", "I", "H", "C", "C", "H", "C", "C", "C", "O", "N", "C", "N", "S", "C", "H", "H"], "positions_angstrom": [[-1.130220, -0.176172, 2.935012], [3.657998, 0.533343, -2.749668], [1.842528, 1.438738, 2.812046], [2.952619, 2.939768, -5.792575], [-4.766618, -2.677629, -0.662587], [3.129789, 1.809914, 0.777938], [5.789400, 3.187350, 0.493867], [3.742420, -0.247382, -4.578656], [1.785067, 0.633430, -1.482084], [-0.643808, -0.416893, 0.561232], [-5.639595, -0.709078, -0.722518], [0.671533, 0.905528, 3.360510], [2.018987, 1.279902, 1.427236], [-0.051120, -0.374920, -1.895107], [-2.409894, -2.866938, -1.019757], [4.766933, 3.099106, 3.414421], [-0.220742, 0.250216, 2.538433], [0.047658, 0.120558, 1.184340], [2.879705, 2.122942, 3.527789], [2.335047, 1.087720, -6.101596], [-2.353902, -1.459238, -1.210175], [2.746818, 2.402799, 5.575278], [-1.503641, -3.451326, -1.102590], [-4.729149, -1.283159, -0.818497], [-3.534336, -0.674699, -1.102791], [-3.686629, -4.541063, -0.635460], [-1.164502, -0.874434, -1.567268], [4.129622, 2.452465, 1.461769], [3.983380, 2.596693, 2.864806], [3.097347, 1.617034, -0.560727], [1.143043, 0.620071, 0.600660], [-6.025421, -3.311513, -0.400079], [-7.033525, -3.819394, -0.190893], [0.790297, -0.145815, -3.356050], [-3.614405, -3.470209, -0.761649], [-3.478376, 0.395975, -1.244852], [0.475690, 1.006316, 4.420241]], "atomic_forces_ev_per_a": [[-0.007, -0.011, -0.007], [-0.121, 0.178, 0.106], [0.041, -0.002, 0.024], [-0.067, 0.174, 0.073], [-0.053, -0.003, -0.013], [-0.068, -0.094, -0.211], [-0.004, 0.005, -0.002], [-0.247, -0.224, -0.088], [-0.160, -0.133, -0.082], [-0.015, -0.014, -0.001], [-0.013, -0.003, -0.022], [0.041, 0.020, 0.047], [0.045, 0.057, -0.015], [-0.114, 0.054, 0.073], [-0.049, -0.007, -0.033], [-0.001, 0.010, -0.001], [0.005, -0.017, -0.074], [-0.006, -0.068, 0.067], [0.041, 0.011, -0.089], [0.178, -0.110, -0.032], [-0.006, -0.014, -0.087], [-0.003, 0.007, 0.047], [0.008, 0.000, -0.007], [0.031, 0.003, 0.005], [-0.006, -0.019, 0.028], [-0.007, -0.003, 0.009], [0.018, 0.045, 0.051], [-0.066, 0.012, 0.038], [-0.089, -0.052, -0.029], [0.342, 0.171, 0.218], [0.015, 0.037, -0.035], [0.050, 0.020, 0.007], [-0.039, -0.018, 0.012], [0.263, -0.028, 0.015], [0.056, 0.019, 0.028], [0.008, 0.004, -0.025], [0.000, -0.007, 0.002]], "mulliken_charge": [0.440, 0.086, 0.940, -0.035, 0.863, 0.862, 0.218, -0.133, 1.155, -0.069, 0.498, -0.446, 0.126, -0.568, -0.378, 0.376, -1.054, 0.531, -0.453, 0.409, 0.189, 0.223, 0.531, -0.743, -0.381, 0.498, 1.212, -0.734, -0.211, -0.648, -0.588, -0.267, -0.317, -0.173, -0.757, 0.522, 0.275]}

---

# 3
{"formula": "C3H7N3O", "method": "ωB97M-V with the def2-TZVPD basis set", "molar_mass_g_mol": 101.11, "homo_ev": -9.87, "e_tot_ev": -9742.4463, "gap_ev": 10.77, "e_lumo_ev": 0.897, "smiles": "[H]/N=C/NC(=O)NC", "e_above_lowest_kj_mol": 56.6, "charge": 0, "symbols": ["N", "H", "H", "H", "O", "C", "H", "H", "N", "N", "H", "H", "C", "C"], "positions_angstrom": [[0.356235, -1.243971, -0.090311], [-0.300673, -1.843939, 0.396368], [1.569405, -1.252430, -1.804911], [-0.238000, 0.189375, 2.023663], [0.484433, 0.845161, -0.961027], [0.587942, -1.578053, -1.457317], [0.050491, -2.258105, -3.111696], [-1.166853, 2.427959, 1.913691], [-0.315220, 0.678561, 1.145369], [-0.301774, -2.132085, -2.161451], [0.511746, 2.635920, 1.299293], [-0.828783, 2.409635, 0.165670], [-0.449239, 2.125515, 1.148908], [0.199454, 0.144043, -0.000561]], "atomic_forces_ev_per_a": [[-0.091, 0.128, -0.140], [-0.076, 0.266, -0.177], [-0.160, -0.058, -0.039], [0.000, -0.037, -0.203], [0.026, -0.098, 0.278], [-0.116, -0.163, -0.217], [-0.063, -0.121, 0.158], [0.141, -0.054, -0.025], [0.142, -0.132, -0.052], [0.428, -0.055, 0.258], [-0.220, -0.088, 0.025], [0.041, 0.102, 0.233], [-0.071, 0.140, 0.031], [0.019, 0.170, -0.130]], "mulliken_charge": [-0.346, 0.297, 0.344, 0.240, -0.609, 0.092, 0.267, 0.296, -0.232, -0.645, 0.262, 0.272, -0.740, 0.502]}

---

# 4
{"formula": "C7H10N4S", "method": "ωB97M-V with the def2-TZVPD basis set", "molar_mass_g_mol": 182.25, "homo_ev": -8.96, "e_tot_ev": -24210.4469, "gap_ev": 8.56, "e_lumo_ev": -0.398, "e_above_lowest_kj_mol": 435.3, "charge": 0, "symbols": ["N", "H", "C", "C", "C", "H", "H", "N", "H", "H", "C", "C", "S", "H", "N", "N", "C", "C", "H", "H", "H", "H"], "positions_angstrom": [[1.647602, 1.788724, 0.206003], [3.041601, -2.133313, 0.859793], [-2.639825, -0.747288, 0.795237], [-2.712028, -0.890455, -0.680818], [1.917953, 0.460337, 0.102130], [2.028954, -1.663689, -1.042364], [-2.647814, -1.734987, 1.446437], [-0.001374, 3.397470, -0.507072], [0.579764, 4.123420, -0.049349], [-2.870478, -0.137742, -1.318796], [-0.317564, -0.007863, -0.075296], [3.124367, -1.705158, -0.334959], [3.502391, -0.025706, 0.190452], [-3.105540, -1.887839, -0.994351], [-0.661115, 1.195496, 0.183040], [0.971346, -0.532122, -0.154730], [0.389168, 2.073145, 0.018884], [-1.429043, -0.977693, 0.056634], [-2.810499, 0.296580, 1.210962], [-1.144884, -2.108801, 0.107997], [4.056088, -2.360941, -0.778810], [-0.919061, 3.578417, 0.758979]], "atomic_forces_ev_per_a": [[0.110, -0.458, -0.616], [-0.671, 0.209, -3.792], [-0.978, 0.014, 3.070], [-0.564, -4.560, 1.533], [-3.499, -0.946, -0.509], [3.742, -0.582, 2.475], [-1.465, 2.615, -0.973], [-2.548, -0.467, 6.620], [0.569, -0.644, -0.847], [-0.773, 3.021, -1.863], [0.867, -3.048, 1.479], [0.516, -3.346, 1.155], [1.863, -0.251, -0.955], [0.382, 1.126, -0.147], [1.112, 3.078, -1.230], [-1.122, 3.804, 0.409], [-1.337, 1.352, -0.416], [3.269, -3.366, -1.764], [0.227, -1.774, -0.218], [0.301, 2.435, -0.040], [-2.172, 2.221, 0.933], [2.168, -0.433, -4.304]], "mulliken_charge": [-0.553, 0.202, -0.432, -0.849, 0.510, 0.302, 0.219, -0.648, 0.346, 0.345, 0.095, -0.648, -0.103, 0.225, -0.305, -0.491, 0.435, 0.106, 0.256, 0.352, 0.310, 0.326]}